The following is a quantum chemistry calculation of C17H26N2O in the gas phase, from the Open Molecules 2025 dataset.

```
46
Properties=species:S:1:pos:R:3:forces:R:3
O 1.45815 0.06153 -3.03205 0.260 -0.112 -0.244
N -0.73707 -0.26620 1.12020 0.210 0.035 0.032
N -0.04216 0.63846 -1.47004 -0.270 -0.275 0.149
C -2.56709 -2.19668 2.65219 -0.004 -0.033 -0.018
C -0.67415 1.52327 -0.52353 0.125 0.256 0.324
C -1.18312 -2.03165 2.75670 0.106 -0.056 0.113
C -0.94582 -4.36307 3.33414 0.023 -0.123 0.030
C 3.82715 2.06411 -2.81501 -0.213 -0.096 -0.173
C -2.31449 -4.52916 3.22945 0.035 -0.088 0.027
C -0.30794 1.10044 0.90249 -0.209 0.156 -0.158
C -0.07281 -1.15237 0.18011 -0.190 -0.055 -0.272
C 0.95497 0.92871 -2.34292 -0.136 0.314 0.055
C -0.42480 -0.74103 -1.24729 0.233 -0.385 -0.010
C -3.45179 -1.04122 2.29978 -0.071 -0.005 -0.021
C 2.52870 2.59962 -3.41166 -0.013 0.077 0.148
C -0.38973 -3.11873 3.09551 -0.014 0.065 0.017
C -0.54879 -0.69062 2.50071 -0.037 0.028 -0.046
C -3.11244 -3.45055 2.89093 -0.006 0.007 -0.022
C 2.66761 4.07971 -3.75785 -0.076 -0.271 -0.002
C 1.36381 2.39133 -2.43779 0.298 -0.179 -0.444
H 4.64880 2.19601 -3.51489 0.137 0.016 -0.037
H -0.41513 -2.17243 0.36305 0.072 0.012 -0.049
H -1.50429 -0.84058 -1.40129 0.033 -0.034 0.010
H -0.82070 1.74938 1.61697 0.033 0.004 0.010
H 1.75937 4.45807 -4.22259 -0.085 0.103 -0.046
H -1.76067 1.43544 -0.64496 0.058 0.091 0.034
H 2.31079 2.03545 -4.32332 -0.004 0.033 0.073
H -1.02029 0.06208 3.14098 0.082 0.018 0.000
H 4.07238 2.59097 -1.89369 0.053 0.096 0.116
H 0.52365 -0.73413 2.76238 -0.083 0.031 0.029
H -0.31238 -5.19704 3.59744 0.049 -0.072 0.018
H -3.47459 -0.32222 3.11922 -0.054 0.126 0.043
H 3.72670 1.00406 -2.60051 0.072 -0.093 0.049
H 0.78297 1.21566 1.04680 -0.043 0.019 0.007
H 2.86481 4.66427 -2.86067 0.033 0.122 0.095
H -0.38769 2.55842 -0.69377 -0.023 -0.043 -0.034
H -4.46800 -1.37758 2.11071 -0.088 0.012 0.026
H 0.10821 -1.35945 -1.97005 -0.129 0.057 0.089
H 0.68078 -2.98832 3.17445 0.104 0.038 -0.007
H 3.49243 4.22976 -4.45018 0.093 0.073 -0.065
H -2.76089 -5.49587 3.41044 -0.037 -0.078 0.014
H -4.18217 -3.58399 2.81066 -0.103 0.012 -0.017
H 1.65260 2.75619 -1.44942 -0.073 0.098 0.047
H 0.49665 2.96386 -2.77793 -0.045 0.054 0.116
H 1.02494 -1.12217 0.30596 -0.021 -0.026 0.004
H -3.06649 -0.53173 1.42015 -0.082 0.069 -0.014
```
Forces are in eV/Å.

* HOMO level: -8.8 eV
* spin multiplicity: 1
* relative energy (zero: lowest compared OMol25 entry of this formula, charge and spin): 63.2 kJ/mol
* SMILES string: Cc1ccccc1CN1CCN(C(=O)CC(C)C)CC1

The following is a quantum chemistry calculation of a molecular structure, C17H26N2O2S, from the Open Molecules 2025 dataset.

```
48
Properties=species:S:1:pos:R:3:forces:R:3
S -3.67767 -0.60556 0.22788 -3.752 -0.731 5.988
O -4.55321 -0.71474 -0.90626 0.283 0.065 -0.197
O -4.31198 -0.60816 1.64713 2.083 -0.586 -4.281
N -2.62556 -1.82225 0.13726 -0.180 -0.709 -0.119
N 1.47931 -0.95817 -0.59409 -3.597 4.495 -1.778
C -0.55450 -1.17538 1.17111 3.405 2.306 -4.630
C -2.94257 1.42958 -1.26553 1.517 3.139 4.479
C 1.84041 1.34959 0.58843 10.125 -1.281 -3.142
C 0.12448 -1.53126 -0.36617 3.947 -4.293 5.880
C 4.26048 0.43172 -0.16149 2.486 -2.846 6.490
C 3.85105 -1.01880 -0.34984 12.347 2.328 -8.674
C -2.09419 -2.30285 -1.27326 -2.815 13.125 3.585
C -1.91705 2.96960 0.97984 1.066 -2.668 1.830
C 1.41228 0.73571 -0.56864 3.008 -6.613 -4.252
C -1.73889 -1.95858 1.34648 -2.347 0.652 -2.240
C -2.51473 1.70275 1.09666 3.114 3.825 11.977
C 2.69430 -1.43400 -0.03090 -12.846 -7.465 5.731
C 3.42270 0.79436 0.99131 -2.619 6.815 6.518
C -2.28942 2.72876 -1.24951 -1.209 -4.072 -8.919
C -2.99960 1.00033 0.25241 -4.090 -5.980 -15.038
C -0.88454 -1.44325 -1.36088 1.658 -0.210 -5.919
C -1.54100 3.25457 -0.23928 0.717 5.198 -3.072
H -0.41060 -1.69004 -2.46685 -0.768 0.804 2.495
H -2.12656 3.11111 -2.55737 -0.299 -0.728 4.414
H -1.31866 3.26980 1.77373 0.418 1.053 1.680
H 2.51539 -1.49174 1.04208 0.423 0.672 1.066
H 2.12465 0.66250 -1.41888 -0.575 1.716 0.294
H 1.91158 2.34450 0.48297 0.364 3.723 -0.576
H -3.33160 0.78746 -2.09120 0.282 1.250 0.813
H -2.53919 1.11076 2.10484 0.068 1.843 -1.132
H 0.18372 -1.46726 1.86677 0.989 0.162 0.971
H -1.14895 -0.42429 -1.36192 -0.818 1.420 -0.663
H 5.30589 0.58441 0.35225 -1.413 -0.726 -1.777
H -2.84727 -1.70814 -1.82550 0.193 -1.980 -0.877
H 1.27838 1.17724 1.27751 -6.396 -2.090 8.439
H -2.29775 -1.45815 2.10786 -0.692 -1.123 1.236
H -0.66292 -0.03123 1.05862 -0.181 -1.847 0.883
H 3.95391 -1.20803 -1.51192 -0.066 0.278 1.489
H -1.57830 -3.00998 1.27754 0.348 -0.870 1.371
H -0.91860 4.18595 -0.56399 -0.880 -1.839 1.066
H 0.35890 -2.69785 -0.21048 -0.315 1.884 -0.329
H 4.07623 1.22810 -0.72353 -0.451 2.445 -3.867
H 3.86399 1.99305 1.50906 -0.921 -3.294 -1.656
H 3.36943 0.31681 2.10620 0.397 0.163 -3.257
H 4.65923 -1.72013 -0.03358 -0.580 0.756 0.370
H 2.52445 -2.55565 -0.11872 0.891 0.715 -0.698
H -1.89056 -3.19642 -1.30030 1.090 -9.562 -0.450
H 0.50511 1.06325 -0.84787 -3.410 0.683 -1.522
```
Forces are in eV/Å.

* HOMO level: -8.1 eV
* spin multiplicity: 1
* relative energy (zero: lowest compared OMol25 entry of this formula, charge and spin): 1665.1 kJ/mol

DFT total energy, record by record: -23079.4996; -35945.9622 eV